{"formula": "C25H42BN9NbO3", "method": "the ωB97M-V functional and the def2-TZVPD basis", "species": ["Nb", "O", "O", "O", "N", "N", "N", "N", "N", "N", "N", "N", "N", "C", "C", "C", "C", "C", "C", "C", "C", "C", "C", "C", "C", "C", "C", "C", "C", "C", "C", "C", "C", "C", "C", "C", "C", "C", "B", "H", "H", "H", "H", "H", "H", "H", "H", "H", "H", "H", "H", "H", "H", "H", "H", "H", "H", "H", "H", "H", "H", "H", "H", "H", "H", "H", "H", "H", "H", "H", "H", "H", "H", "H", "H", "H", "H", "H", "H", "H", "H"], "coordinates": [[-0.654, 1.534, -2.318], [-1.764, 0.915, -0.655], [-3.073, 3.051, -0.307], [-4.210, 0.920, -0.441], [3.727, -5.696, 5.272], [-0.454, -3.661, -4.297], [-6.568, 6.749, 1.543], [-1.029, -5.915, 6.816], [5.457, 5.086, 0.226], [4.883, -4.193, 0.220], [-3.847, -5.642, -4.121], [2.482, 4.922, 0.071], [-3.618, 3.934, -5.484], [3.574, -0.033, -0.812], [-1.353, -6.270, 9.398], [-2.429, -6.203, -1.984], [4.674, -4.312, 1.341], [0.262, 3.298, -1.137], [-3.232, -5.887, -3.186], [1.128, 4.290, -2.022], [2.783, -5.117, 5.571], [2.472, 0.783, -1.344], [-2.867, -2.663, -4.629], [1.565, -4.369, 5.956], [-5.095, 4.543, -3.394], [2.506, 4.727, -1.391], [0.859, -1.121, -1.206], [4.398, -4.467, 2.789], [-1.504, -3.221, -4.440], [1.110, 0.284, -1.535], [1.931, -1.969, -0.673], [6.160, 5.019, -0.675], [-1.170, -6.070, 7.943], [-5.879, 4.217, 1.396], [-4.264, 4.200, -4.569], [3.264, -1.414, -0.475], [7.064, 4.932, -1.843], [-6.266, 5.644, 1.479], [-2.972, 1.636, -0.487], [-5.886, 3.774, 2.391], [6.628, 4.280, -2.600], [2.240, 4.068, 0.573], [-2.805, -1.604, -4.879], [-4.773, 5.499, -2.980], [-2.593, 3.251, 0.516], [-6.141, 4.616, -3.689], [3.382, -4.142, 3.006], [-2.414, -6.354, 9.630], [1.154, -3.857, 5.086], [-4.078, 0.126, 0.102], [-0.143, -1.572, -1.354], [4.057, -2.073, -0.049], [7.214, 5.923, -2.270], [3.463, 5.108, 0.322], [2.736, 1.832, -1.602], [8.028, 4.526, -1.536], [-0.846, -7.182, 9.712], [0.360, 2.022, -3.762], [1.336, 3.885, -3.047], [-2.501, -7.267, -1.760], [-2.062, 2.566, -2.890], [2.752, 5.737, -1.834], [-1.384, -5.945, -2.162], [-2.797, -5.633, -1.133], [4.507, -5.508, 3.078], [-4.990, 3.772, -2.631], [-3.445, -2.777, -3.713], [-4.878, 4.127, 0.973], [-0.617, 3.894, -0.759], [0.815, -5.058, 6.351], [1.791, -3.032, -0.384], [-6.581, 3.679, 0.761], [-3.372, -3.192, -5.436], [4.581, 0.420, -0.681], [5.097, -3.862, 3.365], [0.513, 5.218, -2.190], [1.811, -3.631, 6.719], [-0.935, -5.424, 9.943], [0.820, 2.812, -0.299], [3.349, 4.053, -1.742], [-1.188, 0.093, -3.337]], "lowdin_charge": [1.4587, -0.2464, 0.0353, 0.0812, 0.1298, 0.1218, 0.1066, 0.1373, 0.1465, 0.1341, 0.1369, -0.0295, 0.1196, -0.0989, -0.0582, -0.0612, -0.2589, -0.3627, -0.2716, -0.3068, -0.2514, -0.1407, -0.0956, -0.0623, -0.0690, -0.3380, -0.1513, -0.0972, -0.2955, -0.3348, -0.1051, -0.2366, -0.2401, -0.0599, -0.2940, -0.1247, -0.0589, -0.2791, -0.9199, 0.0787, 0.0824, 0.0430, 0.0633, 0.0789, 0.0954, 0.0716, 0.0642, 0.0810, 0.0859, 0.0861, 0.0613, 0.0363, 0.0783, -0.0162, 0.0591, 0.0771, 0.0810, -0.1211, 0.0429, 0.0750, -0.1081, 0.0988, 0.0779, 0.0792, 0.0491, 0.0688, 0.0663, 0.0576, 0.0282, 0.0099, 0.0753, 0.0833, 0.0629, 0.0797, 0.0810, 0.0933, 0.0815, 0.0808, 0.0233, 0.0797, -0.1320], "de_lowest_ev": 1.947, "total_charge": -1, "largest_force_ev_per_a": 3.21, "spin_multiplicity": 1, "energy_ha": -1778.0279, "gap_ev": 5.907, "e_homo_ev": -4.63}